No. 1
The following is a DFT calculation (ωB97M-V/def2-TZVPD) of a cluster of 7 separate species, C29H61F5NO12P2 in total.

The geometry in ORCA input format:
```
! RIJCOSX wB97M-V def2-TZVPD def2/J DEFGRID3
* xyz 1 1
O 0.6024 0.7972 2.8710
C 0.1489 -0.1722 2.2265
C -1.2954 -0.7969 2.2532
N -2.4641 0.0588 1.7245
C -2.4329 1.3651 2.4719
O -1.6632 2.4211 1.8887
O -2.3687 3.5694 2.1211
P -3.8344 -0.8687 2.5431
P -5.7954 -0.2425 1.9030
O -6.1482 1.1609 2.4055
O -6.1419 -0.3577 0.2479
O -6.9135 -1.3110 2.6847
C -2.5736 0.0943 0.2598
F -1.3236 -0.0451 -0.4314
F -3.2739 -1.1103 -0.1270
C -3.3129 1.2860 -0.4674
F -2.3397 2.2353 -0.9130
F -3.8777 0.7653 -1.6737
F -4.3144 1.9831 0.1795
C 1.2476 -0.9718 1.3282
C 1.7493 -2.3037 2.0010
C 2.7779 -3.1915 1.1905
C 3.2868 -2.7907 -0.2225
C 2.7907 -1.4371 -0.8438
C 1.7573 -0.5351 -0.0588
H -1.5284 -1.1087 3.3454
H -1.3315 -1.7864 1.6580
H -2.1052 1.1621 3.5635
H -3.5307 1.7322 2.5665
H -2.1392 4.2360 1.4273
H -3.7262 -2.2585 2.1213
H -6.2921 -1.3028 -0.0030
H -6.4086 -2.1493 2.8342
H 1.3838 -2.6352 3.0429
H 3.1342 -4.1579 1.7056
H 4.0115 -3.4544 -0.8167
H 3.1679 -1.1043 -1.8801
H 1.3848 0.4203 -0.5463
C 6.1398 -7.3008 -0.9434
C 4.7923 -6.8379 -1.4744
C 3.9859 -8.0013 -2.0297
O 4.9953 -5.8690 -2.5016
H 6.7392 -7.7522 -1.7405
H 6.7127 -6.4529 -0.5584
H 6.0178 -8.0334 -0.1414
H 4.2294 -6.3498 -0.6732
H 4.5108 -8.4770 -2.8643
H 3.0253 -7.6521 -2.4181
H 3.7989 -8.7550 -1.2604
H 5.4925 -6.2911 -3.2150
C -1.2910 5.8044 -3.0358
C -0.6678 5.8297 -1.6496
C 0.6628 5.0943 -1.6266
O -1.5620 5.2221 -0.7164
H -1.4897 4.7762 -3.3561
H -2.2516 6.3264 -3.0346
H -0.6366 6.2784 -3.7714
H -0.5207 6.8652 -1.3318
H 0.5318 4.0412 -1.8981
H 1.0935 5.1106 -0.6216
H 1.3759 5.5469 -2.3199
H -1.6989 4.3060 -0.9883
C 3.8071 1.0773 3.3063
C 4.4632 -0.2150 3.7632
C 5.8454 0.0418 4.3426
O 4.5710 -1.1090 2.6567
H 4.3977 1.5592 2.5206
H 2.8215 0.8776 2.8823
H 3.6948 1.7786 4.1374
H 3.8343 -0.7021 4.5147
H 6.5063 0.4878 3.5924
H 6.3109 -0.8966 4.6563
H 5.7941 0.7120 5.2046
H 5.1258 -0.6857 1.9876
C 1.6484 4.4129 3.8850
C 3.0499 4.9000 4.2194
C 3.0499 6.3749 4.5892
O 3.9042 4.6926 3.0966
H 1.2404 4.9569 3.0264
H 1.6650 3.3546 3.6101
H 0.9719 4.5432 4.7340
H 3.4549 4.3133 5.0487
H 2.6903 6.9866 3.7553
H 4.0641 6.7139 4.8157
H 2.4156 6.5639 5.4592
H 3.5548 5.2075 2.3571
C -5.4021 1.1290 -5.8551
C -6.2901 0.1472 -5.1074
C -7.2402 0.8677 -4.1638
O -5.4754 -0.7564 -4.3615
H -4.7838 1.7050 -5.1584
H -4.7170 0.5971 -6.5206
H -5.9975 1.8256 -6.4505
H -6.8639 -0.4478 -5.8229
H -6.6853 1.4347 -3.4087
H -7.8642 0.1496 -3.6248
H -7.8908 1.5565 -4.7085
H -4.9638 -0.2389 -3.7258
C -0.4001 -4.2886 -3.4603
C -0.5810 -3.3446 -2.2823
C -1.7050 -2.3558 -2.5393
O 0.6384 -2.6359 -2.0515
H -0.1378 -3.7348 -4.3675
H 0.4177 -4.9884 -3.2693
H -1.3119 -4.8602 -3.6522
H -0.7968 -3.9213 -1.3779
H -1.4876 -1.7366 -3.4158
H -1.8177 -1.6791 -1.6962
H -2.6551 -2.8715 -2.7039
H 0.8358 -2.1234 -2.8477
*
```

ΔE to the lowest compared entry with this formula, charge and spin = 693.5 kJ/mol
molar mass = 772.74 g mol⁻¹
HOMO = -0.400 hartree
max |F| = 7.1 eV Å⁻¹
E_tot = -89270.6149 eV


No. 2
The following is a DFT calculation (ωB97M-V/def2-TZVPD) of a cluster of 14 separate species, C29H61FN14O31Si in total.

The geometry in ORCA input format:
```
! RIJCOSX wB97M-V def2-TZVPD def2/J DEFGRID3
* xyz 0 1
C 4.9937 3.4884 -0.2170
C 4.1370 3.8782 -1.3690
C 2.5061 3.7493 -1.4695
C 1.7871 2.4588 -1.2890
C 2.5072 1.0276 -0.9425
C 2.3366 -0.1265 -2.1104
O 1.4713 -1.1771 -1.5514
Si 1.9543 -2.7878 -2.0626
C 2.8974 -2.8662 -3.7391
C 0.2938 -3.8110 -2.2948
C 2.9424 -3.7406 -0.6697
C 0.1348 2.4537 -1.4656
O -0.6074 1.3784 -1.1421
C -0.7170 3.7474 -2.0975
O -2.1555 3.6421 -2.5060
N -2.2160 2.9058 -3.6457
O -1.6360 3.4877 -4.5562
C 0.0298 5.0591 -2.2564
C -0.6706 6.4268 -2.8314
F -0.9716 6.3949 -4.2945
C -2.0817 6.8387 -2.0683
C -2.1069 6.4188 -0.4832
C 1.6466 5.1255 -1.8332
O 2.3442 6.2845 -1.7856
H 4.9719 3.9436 0.8607
H 5.7345 2.5704 -0.4000
H 4.6869 4.3797 -2.3021
H 1.9685 0.6126 0.0385
H 3.6451 1.0909 -0.6773
H 1.8113 0.2875 -3.0715
H 3.4169 -0.4722 -2.3985
H 2.1922 -2.4526 -4.5810
H 3.2846 -3.9604 -4.0159
H 3.8763 -2.1867 -3.7712
H -0.4260 -3.0782 -2.8990
H -0.1744 -3.8957 -1.2192
H 0.4658 -4.8391 -2.8307
H 3.9522 -3.2200 -0.3820
H 2.2841 -3.8567 0.3193
H 3.2089 -4.8480 -1.0014
H 0.1081 7.3085 -2.6726
H -2.9538 6.2532 -2.5991
H -2.3314 7.9957 -2.1779
H -2.8665 7.1108 0.1030
H -1.0448 6.5709 0.0052
H -2.4992 5.3037 -0.3961
C -4.2599 10.9147 -3.6296
N -3.7148 10.1707 -2.4621
O -2.7354 10.6592 -1.8869
O -4.2856 9.1172 -2.1564
H -3.6636 11.8166 -3.7836
H -4.1956 10.2570 -4.4989
H -5.2963 11.1719 -3.4018
C -5.7993 3.7442 -0.1966
N -5.6829 4.5107 1.0733
O -4.7259 5.2863 1.1807
O -6.5557 4.3120 1.9265
H -4.9688 4.0171 -0.8513
H -5.7594 2.6823 0.0545
H -6.7545 4.0086 -0.6547
C 5.3372 -7.6919 -1.2236
N 4.7859 -6.7956 -2.2755
O 3.9935 -7.2926 -3.0841
O 5.1643 -5.6185 -2.2595
H 4.9204 -8.6924 -1.3578
H 6.4228 -7.7077 -1.3398
H 5.0472 -7.2802 -0.2547
C 3.7680 -12.3276 -0.8417
N 4.8102 -11.4674 -0.2191
O 5.8262 -12.0282 0.2074
O 4.5786 -10.2535 -0.1762
H 4.1030 -13.3667 -0.8112
H 2.8491 -12.2017 -0.2655
H 3.6388 -11.9943 -1.8734
C -2.0667 -0.1565 1.5741
N -1.5769 -1.2999 2.3903
O -0.3749 -1.5784 2.3104
O -2.4131 -1.8855 3.0882
H -1.2283 0.2621 1.0132
H -2.8316 -0.5396 0.8955
H -2.4801 0.5853 2.2605
C 0.0934 -6.4683 1.3546
N 0.9951 -6.6078 0.1793
O 0.4983 -6.4321 -0.9392
O 2.1762 -6.8899 0.4130
H -0.9101 -6.2200 1.0025
H 0.0911 -7.4235 1.8836
H 0.4910 -5.6677 1.9817
C 1.4337 -9.9711 -3.7745
N 1.2745 -10.8543 -2.5878
O 0.8084 -11.9831 -2.7809
O 1.6219 -10.3892 -1.4960
H 1.0903 -10.5067 -4.6622
H 0.8283 -9.0784 -3.6046
H 2.4934 -9.7222 -3.8602
C -1.6943 -2.7436 6.0679
N -1.8535 -3.6268 7.2546
O -2.3196 -4.7557 7.0615
O -1.5061 -3.1617 8.3464
H -2.0377 -3.2792 5.1802
H -2.2996 -1.8509 6.2378
H -0.6346 -2.4947 5.9822
C 3.2793 8.8903 -0.1218
N 4.3215 9.7505 0.5008
O 5.3375 9.1897 0.9273
O 4.0899 10.9645 0.5437
H 3.6143 7.8513 -0.0913
H 2.3605 9.0163 0.4545
H 3.1501 9.2237 -1.1535
C -7.7085 2.1672 4.3466
N -7.2186 1.0238 5.1628
O -6.0166 0.7452 5.0829
O -8.0548 0.4382 5.8607
H -6.8700 2.5858 3.7857
H -8.4733 1.7841 3.6680
H -8.1218 2.9089 5.0330
C 7.6890 -6.4720 1.6961
N 8.7088 -6.8537 0.6821
O 9.8930 -6.8398 1.0375
O 8.2915 -7.1564 -0.4418
H 8.1953 -6.2318 2.6335
H 7.1532 -5.6011 1.3131
H 7.0193 -7.3245 1.8270
C 1.3109 5.2500 3.2654
N 0.5447 5.9987 2.2329
O -0.4747 5.4615 1.7843
O 0.9883 7.1045 1.9020
H 0.8087 4.2996 3.4582
H 2.3160 5.0824 2.8730
H 1.3341 5.8639 4.1681
C -10.5532 4.2994 2.5379
N -10.6349 3.2269 1.5098
O -11.5850 3.2714 0.7198
O -9.7428 2.3708 1.5252
H -11.3978 4.9794 2.4070
H -10.5925 3.8201 3.5181
H -9.6080 4.8258 2.3905
*
```

molar mass = 1148.96 g mol⁻¹
HOMO = -0.330 hartree
max |F| = 8.4 eV Å⁻¹
E_tot = -125938.8988 eV


No. 3
The following is a DFT calculation (ωB97M-V/def2-TZVPD) of a cluster of 2 separate species, C29H62FIN5O4S in total.

The geometry in ORCA input format:
```
! RIJCOSX wB97M-V def2-TZVPD def2/J DEFGRID3
* xyz 1 1
C -3.9227 -1.6860 1.3831
C -2.9986 -1.5910 2.6020
C -1.5054 -1.8744 2.2711
C -0.5777 -0.7497 2.7795
C -0.5887 -0.9733 4.3248
C 0.7936 -0.4493 2.0488
C 0.4663 0.1903 0.6401
C -0.8996 0.0444 -0.0350
C -0.9920 1.0204 -1.2384
C -1.5898 0.3744 -2.4901
C -1.8825 1.4254 -3.5844
N -3.3069 1.6889 -3.8402
C 1.6469 -1.7522 1.8381
C 3.1146 -1.5218 1.4758
C 4.0730 -2.6647 1.6861
O 4.0201 -3.4944 2.5527
I 5.8607 -2.5794 0.4665
C 0.9512 -2.7619 0.8985
C 1.6632 -3.7002 -0.0800
N 0.4958 -4.3127 -0.7930
N 2.3600 -4.8357 0.5114
N 2.5686 -3.0057 -0.9938
N 1.7333 -2.3692 3.2220
C 2.4122 -1.5031 4.2349
C 2.3276 0.0290 4.0669
C 1.6195 0.6732 2.8269
C 0.6327 1.7506 3.3687
C 1.0688 2.7966 4.4356
C 0.4799 2.4891 5.8320
C 2.5316 3.1954 4.6180
C 2.6868 1.5540 2.0306
F 2.1208 2.8289 1.8312
C 3.3998 1.2529 0.6903
C 3.8900 2.5320 -0.0072
H -3.4500 -1.3418 0.4674
H -4.2628 -2.7124 1.2579
H -4.8233 -1.1001 1.5633
H -3.3408 -2.3301 3.3269
H -3.1007 -0.6313 3.1112
H -1.4847 -2.0826 1.2107
H -1.2610 -2.8271 2.7511
H -1.1624 0.1572 2.6575
H -1.5783 -0.6975 4.6879
H 0.0964 -0.3676 4.8998
H -0.4611 -2.0167 4.6186
H 1.1670 -0.2605 -0.0652
H 0.6457 1.2605 0.6767
H -1.0956 -0.9473 -0.4434
H -1.7418 0.2681 0.6184
H -1.5452 1.9166 -0.9586
H 0.0220 1.3451 -1.4884
H -0.8621 -0.3399 -2.8772
H -2.5194 -0.1262 -2.2208
H -1.4148 1.1442 -4.5260
H -1.4434 2.3818 -3.2986
H -3.7121 2.0576 -2.9865
H -3.7725 0.8040 -4.0075
H 3.1983 -1.1856 0.4517
H 3.5847 -0.7536 2.0904
H 0.3485 -3.4326 1.5092
H 0.2254 -2.2417 0.2887
H 0.0646 -3.6079 -1.3849
H 0.8428 -5.0452 -1.4001
H 2.3310 -4.8382 1.5177
H 3.3262 -4.8192 0.2131
H 2.2825 -2.0426 -1.1183
H 2.5274 -3.4235 -1.9122
H 2.2921 -3.2301 3.1732
H 0.8194 -2.7132 3.5168
H 3.4521 -1.8213 4.2510
H 2.0239 -1.8002 5.2066
H 1.8678 0.4010 4.9757
H 3.3511 0.3938 4.1415
H -0.1985 1.2646 3.8629
H 0.1169 2.2274 2.5363
H 0.5590 3.7173 4.1440
H -0.5611 2.1758 5.7583
H 1.0679 1.7533 6.3789
H 0.4751 3.4216 6.3939
H 2.5926 3.9197 5.4298
H 3.2085 2.3844 4.8833
H 2.9469 3.6964 3.7457
H 3.5094 1.7485 2.7225
H 4.3184 0.7061 0.9081
H 2.8578 0.6786 -0.0505
H 4.4252 3.1807 0.6826
H 3.0858 3.0663 -0.4993
H 4.6200 2.2188 -0.7539
O -5.4261 0.5268 -8.2968
S -4.3799 0.9542 -9.1750
O -3.1171 0.2827 -9.1539
O -4.1505 2.5139 -8.9719
C -3.9311 2.9796 -7.6220
C -2.5375 2.6722 -7.1192
C -4.9724 1.0256 -10.8288
H -4.6924 2.5571 -6.9652
H -4.0933 4.0545 -7.6644
H -2.3890 1.5990 -7.0070
H -2.3854 3.1383 -6.1464
H -1.7832 3.0378 -7.8167
H -5.9169 1.5616 -10.8406
H -5.1107 -0.0009 -11.1600
H -4.2283 1.5236 -11.4439
*
```

ΔE to the lowest compared entry with this formula, charge and spin = 38.0 kJ/mol
molar mass = 722.82 g mol⁻¹
HOMO = -0.416 hartree
max |F| = 1.6 eV Å⁻¹
E_tot = -68364.6886 eV


No. 4
The following is a DFT calculation (ωB97M-V/def2-TZVPD) of a structure of composition C29H62InO6.

The geometry in ORCA input format:
```
! RIJCOSX wB97M-V def2-TZVPD def2/J DEFGRID3
* xyz -1 1
C 7.8707 2.1588 -0.5377
C 7.3223 0.7332 -0.4894
C 6.7287 0.2761 -1.8256
C 7.7479 -0.4790 -2.7072
C 7.2356 -1.8046 -3.2394
C 6.7049 -2.7614 -2.1482
C 5.1857 -2.9989 -2.1926
C 4.3997 -2.4245 -0.9956
C 3.1081 -1.7384 -1.4296
C 2.2452 -1.3538 -0.2231
C 1.0645 -2.2891 -0.0221
C -0.1680 -2.0655 -0.9374
In -0.3327 -0.1363 -2.0690
O -0.9375 1.4163 -0.8031
C -1.9743 -0.3088 -3.5970
C -2.8709 0.9388 -3.5822
H 8.8520 2.1898 -1.0069
H 8.0087 2.5337 0.4727
H 7.2126 2.8180 -1.0919
H 6.5838 0.7031 0.3099
H 8.1262 0.0709 -0.1795
H 5.8193 -0.2938 -1.6766
H 6.4380 1.1784 -2.3540
H 7.9725 0.1527 -3.5662
H 8.6902 -0.5929 -2.1787
H 8.0586 -2.2971 -3.7554
H 6.4684 -1.6510 -3.9900
H 7.1833 -3.7231 -2.3196
H 7.0209 -2.4415 -1.1581
H 4.7673 -2.5930 -3.1088
H 4.9799 -4.0644 -2.2287
H 4.9993 -1.7503 -0.3891
H 4.1144 -3.2510 -0.3428
H 2.5614 -2.3877 -2.1067
H 3.3931 -0.8267 -1.9518
H 1.9563 -0.3077 -0.2567
H 2.8917 -1.4489 0.6584
H 0.7648 -2.2767 1.0260
H 1.4437 -3.3018 -0.1977
H -0.2761 -2.9050 -1.6215
H -1.0444 -2.1092 -0.2915
H 1.2115 0.3463 -2.8208
H -1.8755 1.3004 -0.6225
H -2.6195 -1.1615 -3.3968
H -1.5699 -0.3942 -4.6022
H -3.5421 0.9736 -4.4478
H -3.5105 0.9569 -2.7039
H -2.2726 1.8475 -3.6097
C -1.9182 0.0714 2.7721
C -3.0342 -0.0562 1.7686
O -3.0679 0.6718 0.8038
C -4.0610 -1.1329 2.0084
H -1.2496 0.8712 2.4604
H -2.3158 0.2935 3.7649
H -1.3569 -0.8611 2.8164
H -4.5701 -0.9567 2.9548
H -3.5746 -2.1105 2.0320
H -4.7933 -1.1192 1.2032
C -6.7983 2.8308 -5.9357
C -6.6837 1.5424 -5.1541
O -6.2344 0.5412 -5.6574
C -7.1518 1.5651 -3.7197
H -6.4208 2.6761 -6.9438
H -7.8422 3.1462 -5.9881
H -6.2128 3.6139 -5.4515
H -8.2111 1.8269 -3.6748
H -6.5774 2.2976 -3.1506
H -7.0061 0.5826 -3.2777
C -2.1527 3.7640 0.9694
C -2.5707 5.1554 1.3541
O -3.7191 5.4489 1.6160
C -1.4782 6.2020 1.4001
H -3.0160 3.1073 0.9720
H -1.7110 3.7588 -0.0285
H -1.4165 3.3822 1.6775
H -1.0111 6.2939 0.4186
H -0.7171 5.9129 2.1264
H -1.9022 7.1628 1.6879
C -5.9204 -1.6021 6.6768
C -6.6449 -1.0386 5.4780
O -6.1555 -1.0686 4.3735
C -8.0069 -0.4343 5.7216
H -4.9584 -2.0019 6.3646
H -5.7583 -0.8179 7.4180
H -6.5110 -2.4006 7.1292
H -7.9266 0.3960 6.4250
H -8.6808 -1.1861 6.1360
H -8.4139 -0.0678 4.7823
C 1.9811 -3.1184 3.2958
C 1.5897 -1.7641 3.8338
O 0.4825 -1.5497 4.2719
C 2.6405 -0.6826 3.7823
H 1.1387 -3.8008 3.3823
H 2.2641 -3.0336 2.2449
H 2.8261 -3.5152 3.8623
H 2.9457 -0.5121 2.7483
H 3.5132 -0.9801 4.3671
H 2.2326 0.2395 4.1900
*
```

molar mass = 621.63 g mol⁻¹
HOMO = -0.148 hartree
max |F| = 0.9 eV Å⁻¹
E_tot = -48536.7722 eV